(1)
Molecular formula: C2H6Cl2N2O2
Method: DFT, the ωB97M-V functional and the def2-TZVPD basis

Last column: natural (NBO) charge in e.
Element x y z (Å)
H1 1.780 -1.405 -1.542  0.39
N1 1.162 -1.011 -0.867  -0.81
C1 1.595 -0.024 -0.145  0.60
O1 1.028 0.714 0.731  -0.67
Cl1 3.149 0.752 -0.479  -0.05
H2 0.089 0.787 0.718  0.52
H3 -0.864 0.032 -0.626  0.37
N2 -1.316 -0.044 0.347  -0.80
C2 -1.168 -1.057 1.038  0.46
O2 -0.753 -2.302 0.825  -0.68
H4 -1.741 -0.990 1.953  0.15
H5 -0.214 -2.428 -0.105  0.53
Cl2 -0.922 3.860 -1.170  -0.27
H6 -1.825 3.116 -0.678  0.27

- Kohn-Sham gap: 11.16 eV
- LUMO level: 0.65 eV
- SMILES: [H]/N=C(/O)Cl.[H]/N=C\O.Cl
- Spin multiplicity: 1

***

(2)
Molecular formula: C2H6ClFSi
Method: DFT, the ωB97M-V functional and the def2-TZVPD basis

Last column: natural (NBO) charge in e.
Element x y z (Å)
C1 -0.966 0.498 -1.321  -1.17
C2 0.682 -0.820 1.208  -1.22
F1 -1.030 1.836 1.419  -0.87
Si1 0.631 0.102 -0.394  1.83
Cl1 2.379 0.007 -1.472  -0.34
H1 -0.714 0.654 -2.345  0.26
H2 -1.700 -0.239 -1.224  0.28
H3 -1.360 1.188 -0.577  0.36
H4 0.763 -2.010 1.002  0.27
H5 1.514 -0.637 1.898  0.28
H6 -0.199 -0.580 1.806  0.32

- Kohn-Sham gap (spin up / spin down): 7.33 / 7.33 eV
- LUMO level (spin up / spin down): -1.66 / -1.66 eV
- Spin multiplicity: 1

***

(3)
Molecular formula: C2H6ClN2
Method: DFT, the ωB97M-V functional and the def2-TZVPD basis

Last column: natural (NBO) charge in e.
Element x y z (Å)
C1 1.390 -0.408 -0.013  -0.02
C2 -1.898 -0.051 0.223  0.17
N1 2.444 -1.158 -0.027  -0.73
N2 -1.872 1.161 -0.183  -0.58
Cl1 1.700 1.276 -0.065  -0.03
H1 -2.271 -0.299 1.207  0.23
H2 -1.515 -0.847 -0.402  0.25
H3 3.412 -0.842 -0.061  0.40
H4 2.310 -2.162 0.017  0.42
H5 -2.199 1.924 0.404  0.44
H6 -1.503 1.406 -1.100  0.45

- Kohn-Sham gap: 7.55 eV
- LUMO level: -5.14 eV
- Total charge: +1
- Spin multiplicity: 1

***

(4)
Molecular formula: C2H6ClN2O4
Method: DFT, the ωB97M-V functional and the def2-TZVPD basis

Last column: natural (NBO) charge in e.
Element x y z (Å)
Cl1 -2.170 1.080 -0.165  -0.74
C1 -0.395 -0.931 -0.999  -0.55
N1 -0.466 -1.940 0.039  0.55
O1 0.279 -1.822 1.004  -0.44
O2 -1.168 -2.890 -0.090  -0.39
H1 -0.564 -1.554 -1.878  0.21
H2 0.632 -0.567 -0.985  0.22
H3 -1.102 -0.146 -0.732  0.27
C2 0.111 1.041 0.418  -0.54
N2 1.536 1.566 0.518  0.53
O3 1.569 2.437 1.391  -0.44
O4 2.411 0.836 0.217  -0.39
H4 -0.234 1.143 -0.611  0.23
H5 -0.484 1.711 1.038  0.25
H6 0.046 0.036 0.836  0.25

- Kohn-Sham gap: 8.25 eV
- LUMO level: 3.63 eV
- Total charge: -1
- Spin multiplicity: 1

***

(5)
Molecular formula: C2H6ClN3
Method: DFT, the ωB97M-V functional and the def2-TZVPD basis

Last column: natural (NBO) charge in e.
Element x y z (Å)
H1 0.877 -2.277 -0.077  0.37
N1 -0.022 -2.006 -0.299  -0.74
C1 -0.462 -0.857 -0.103  0.54
N2 -1.745 -0.423 -0.366  -0.80
N3 0.193 0.104 0.796  -0.48
C2 0.907 1.511 -0.039  -0.41
Cl1 1.416 -0.747 1.729  0.08
H2 -2.318 -0.990 -0.887  0.40
H3 -1.968 0.481 -0.199  0.39
H4 2.011 1.479 -0.019  0.21
H5 0.591 1.307 -1.097  0.21
H6 0.521 2.417 0.561  0.23

- Kohn-Sham gap: 10.07 eV
- LUMO level: 0.82 eV
- SMILES: [H]/N=C(/N)N(C)Cl
- Spin multiplicity: 1

***

(6)
Molecular formula: C2H6ClNO
Method: DFT, the ωB97M-V functional and the def2-TZVPD basis

Last column: natural (NBO) charge in e.
Element x y z (Å)
C1 -0.910 1.597 -0.231  -0.44
C2 1.295 -1.414 0.137  -0.26
N1 -0.782 0.251 0.406  -0.21
O1 0.750 -0.333 -0.497  -0.45
Cl1 -2.093 -0.815 0.282  0.15
H1 -1.048 1.507 -1.266  0.20
H2 -1.683 2.108 0.279  0.22
H3 0.083 1.998 0.025  0.23
H4 1.825 -0.977 1.170  0.16
H5 1.999 -1.725 -0.709  0.22
H6 0.564 -2.197 0.405  0.18

- Kohn-Sham gap: 9.00 eV
- LUMO level: -0.39 eV
- Spin multiplicity: 1

***

(7)
Molecular formula: C2H6ClNO3S
Method: DFT, the ωB97M-V functional and the def2-TZVPD basis

Last column: natural (NBO) charge in e.
Element x y z (Å)
C1 1.914 0.883 -1.209  -0.08
C2 0.201 -0.694 -0.849  -0.11
N1 -1.617 -0.534 1.280  -1.05
O1 -0.132 1.386 0.533  -0.95
O2 -2.018 0.674 -0.938  -0.91
O3 1.258 -0.243 -1.428  -0.37
S1 -0.950 0.377 -0.030  2.24
Cl1 -0.635 -2.096 -1.373  0.03
H1 1.502 -0.855 1.945  -0.01
H2 1.278 1.680 -0.641  0.22
H3 2.627 0.987 -1.975  0.17
H4 0.958 -0.388 1.927  0.00
H5 -2.236 -1.230 0.816  0.40
H6 -2.149 0.053 1.941  0.41

- Kohn-Sham gap (spin up / spin down): 8.11 / 8.48 eV
- LUMO level (spin up / spin down): -0.35 / 0.08 eV
- Spin multiplicity: 1

***

(8)
Molecular formula: C2H6CsO
Method: DFT, the ωB97M-V functional and the def2-TZVPD basis

Last column: natural (NBO) charge in e.
Element x y z (Å)
Cs1 -4.362 -0.528 -0.235  1.00
C1 0.787 0.020 -0.816  -0.65
C2 0.346 -0.323 0.574  -0.06
O1 -0.575 0.647 0.958  -0.75
H1 0.094 0.236 -1.629  0.21
H2 1.479 -0.747 -1.165  0.22
H3 1.420 0.904 -0.735  0.21
H4 1.162 -0.440 1.286  0.18
H5 -0.182 -1.273 0.659  0.16
H6 -0.170 1.505 1.103  0.48

- Kohn-Sham gap: 9.51 eV
- LUMO level: -3.92 eV
- Total charge: +1
- Spin multiplicity: 1

***

So what do the calculations give for ΔE to the lowest compared entry with this formula, charge and spin? Going down the list: 36.6, 117.2, 57.2, 75.7, 52.4, 118.6, 118.0, 13.0 kcal per mole.